No. 1
Computed, not measured: a cluster of 8 separate species, C32H88N8O8 in total in a non-equilibrium geometry, with ωB97M-V/def2-TZVPD.

## Properties
* LUMO level: 0.4 eV
* frontier orbital gap: 9.2 eV
* relative energy (zero: lowest compared OMol25 entry of this formula, charge and spin): 135.0 kcal per mole
* highest occupied orbital energy: -8.890 eV

Structure (ORCA input):
```
! RIJCOSX wB97M-V def2-TZVPD def2/J DEFGRID3
* xyz 0 1
C 1.3741 2.5430 -17.8932
C 2.7242 2.7926 -18.6261
C 3.3528 4.1378 -18.3452
O 2.3053 5.0574 -18.5972
C 2.9535 6.2537 -18.9551
N 3.6942 1.7540 -18.3266
H 1.5459 2.6656 -16.8238
H 0.9417 1.5535 -18.0422
H 0.5181 3.1436 -18.2008
H 2.4442 2.7198 -19.6770
H 4.2345 4.2713 -18.9719
H 3.7450 4.0942 -17.3292
H 2.2385 7.0672 -18.8323
H 3.2293 6.2858 -20.0092
H 3.8048 6.5229 -18.3299
H 3.3180 0.8591 -18.6053
H 4.4587 1.9698 -18.9505
C 19.8347 4.5010 -24.3986
C 19.6346 5.7876 -23.5960
C 18.1156 6.0841 -23.2564
O 18.0158 7.4194 -22.8751
C 16.6837 7.9006 -22.6674
N 20.4710 5.7270 -22.4620
H 20.8953 4.3132 -24.5661
H 19.3848 4.6210 -25.3841
H 19.3107 3.6740 -23.9193
H 20.1147 6.6212 -24.1086
H 17.5711 5.3794 -22.6279
H 17.5753 6.0004 -24.1993
H 16.0357 7.1061 -22.2972
H 16.1809 8.2022 -23.5863
H 16.6465 8.6844 -21.9109
H 20.2406 4.8988 -21.9319
H 20.3066 6.4503 -21.7765
C 9.5204 18.5552 -16.1940
C 10.9686 18.0976 -16.1356
C 11.0295 16.5915 -16.2869
O 10.3831 16.0003 -15.2645
C 10.9004 14.6982 -14.9152
N 11.6730 18.7937 -17.1507
H 8.9188 18.0513 -15.4375
H 9.0991 18.3958 -17.1866
H 9.5276 19.6360 -16.0528
H 11.4183 18.4047 -15.1913
H 12.0548 16.2274 -16.3525
H 10.5771 16.2598 -17.2215
H 10.6917 13.9206 -15.6499
H 10.2979 14.2874 -14.1050
H 11.8950 14.6534 -14.4716
H 11.3357 18.5706 -18.0763
H 11.5889 19.7974 -17.0761
C 14.6889 18.2408 -23.0389
C 13.5672 17.2678 -22.6399
C 13.9990 16.5797 -21.3073
O 15.2102 15.8987 -21.3721
C 15.4168 14.9563 -20.3487
N 12.3245 18.0528 -22.5552
H 15.7158 17.9563 -23.2686
H 14.6352 19.1037 -22.3750
H 14.4036 18.7290 -23.9708
H 13.4472 16.5861 -23.4819
H 13.2363 15.8090 -21.1959
H 13.9142 17.1442 -20.3787
H 16.2159 14.2326 -20.5094
H 14.5131 14.3470 -20.3584
H 15.5812 15.4747 -19.4041
H 11.5323 17.4263 -22.5586
H 12.2352 18.7389 -23.2910
C 20.2175 7.8383 -16.1669
C 19.1514 7.0924 -16.9948
C 17.8969 6.6191 -16.2225
O 17.0755 5.7292 -17.0535
C 15.9890 5.1730 -16.2546
N 18.5867 8.0264 -17.9728
H 19.7188 8.7148 -15.7533
H 21.0061 8.1697 -16.8424
H 20.5816 7.2785 -15.3054
H 19.5107 6.2153 -17.5331
H 17.2829 7.4408 -15.8538
H 18.1698 6.0969 -15.3055
H 15.2774 4.5293 -16.7718
H 15.3221 5.8916 -15.7782
H 16.3340 4.5887 -15.4016
H 19.1606 8.2754 -18.7657
H 17.7542 7.5830 -18.3339
C 13.0982 6.8719 -10.3922
C 13.8628 5.5809 -9.9319
C 15.3026 5.9756 -9.3898
O 16.0249 4.7918 -9.1086
C 17.4530 5.0103 -8.7181
N 13.0350 4.8522 -9.0130
H 12.0370 6.7208 -10.1946
H 13.1302 6.9714 -11.4772
H 13.4587 7.7512 -9.8582
H 13.9168 4.9353 -10.8084
H 15.1460 6.6245 -8.5281
H 15.8146 6.5900 -10.1304
H 17.4732 5.7206 -7.8915
H 18.2064 5.1838 -9.4864
H 17.8490 4.0604 -8.3589
H 12.2394 4.4392 -9.4784
H 13.6134 4.0438 -8.8340
C 9.0392 7.0468 -17.2626
C 10.5114 7.0109 -16.5450
C 11.0374 8.4916 -16.2322
O 11.4578 9.2543 -17.3389
C 12.4865 8.7770 -18.1792
N 10.4032 6.1773 -15.3396
H 9.1110 7.7073 -18.1267
H 8.1950 7.4040 -16.6727
H 8.8086 6.0638 -17.6733
H 11.2442 6.5030 -17.1720
H 11.9522 8.5340 -15.6411
H 10.2288 8.9373 -15.6529
H 12.0085 8.0294 -18.8123
H 13.2766 8.2385 -17.6560
H 12.8485 9.6058 -18.7876
H 9.8787 6.6078 -14.5914
H 9.9573 5.2827 -15.4840
C 5.9957 7.1123 -10.7685
C 5.6818 8.5775 -10.2877
C 4.3724 8.5148 -9.4152
O 4.6793 8.3824 -8.0237
C 3.5801 8.6297 -7.2131
N 6.8578 9.2827 -9.6605
H 6.9812 7.2172 -11.2223
H 5.3374 6.6501 -11.5041
H 6.0847 6.4516 -9.9061
H 5.3044 9.1737 -11.1185
H 3.7892 7.6884 -9.8213
H 3.8206 9.4451 -9.5506
H 3.3587 9.6864 -7.3632
H 3.8811 8.2668 -6.2304
H 2.7785 8.0184 -7.6276
H 7.0003 8.6324 -8.9010
H 6.5588 10.1380 -9.2142
*
```



No. 2
Computed, not measured: a cluster of 8 separate species, C32H88N8O8 in total in a non-equilibrium geometry, with ωB97M-V/def2-TZVPD.

## Properties
* LUMO level: 0.6 eV
* frontier orbital gap: 9.2 eV
* relative energy (zero: lowest compared OMol25 entry of this formula, charge and spin): 130.9 kcal per mole
* highest occupied orbital energy: -8.681 eV

Structure (ORCA input):
```
! RIJCOSX wB97M-V def2-TZVPD def2/J DEFGRID3
* xyz 0 1
C 1.9047 -10.8008 1.0405
C 0.8690 -11.8506 1.5224
C -0.5997 -11.4237 1.0854
O -0.9313 -10.2536 1.8257
C -2.3377 -9.9434 1.8723
N 1.2989 -13.1175 0.9995
H 1.7645 -9.8921 1.6259
H 1.8214 -10.5544 -0.0180
H 2.8946 -11.0411 1.4282
H 0.9719 -11.9616 2.6018
H -1.2871 -12.2669 1.1514
H -0.6407 -11.2176 0.0158
H -2.7225 -9.9627 0.8527
H -2.5054 -8.9334 2.2464
H -2.8468 -10.7030 2.4655
H 0.6638 -13.8512 1.2794
H 2.1295 -13.4349 1.4784
C 7.0747 7.1835 0.5899
C 7.1813 6.0381 -0.3525
C 7.1681 4.6750 0.2954
O 6.1065 4.5970 1.2505
C 5.9927 3.4208 2.1110
N 6.2296 6.2339 -1.4324
H 6.0935 7.1979 1.0645
H 7.3187 8.1299 0.1073
H 7.7432 7.1766 1.4509
H 8.1298 6.0988 -0.8860
H 8.0930 4.5570 0.8599
H 7.1543 3.7672 -0.3077
H 5.9753 2.5767 1.4215
H 5.1013 3.5395 2.7271
H 6.8420 3.3450 2.7900
H 6.4285 6.9847 -2.0780
H 5.8867 5.5079 -2.0451
C 8.2737 -5.0591 8.7858
C 7.9879 -3.9425 7.8223
C 7.7957 -4.5303 6.3995
O 7.6608 -3.4872 5.4042
C 7.7506 -4.0962 4.0899
N 6.7978 -3.2330 8.2247
H 8.3432 -4.7623 9.8323
H 9.2848 -5.4392 8.6402
H 7.5443 -5.8619 8.6787
H 8.7436 -3.1589 7.8774
H 6.8976 -5.1423 6.3162
H 8.7210 -5.0762 6.2155
H 6.7670 -4.5382 3.9310
H 8.4674 -4.9115 3.9918
H 7.9931 -3.3503 3.3330
H 6.6708 -2.6151 7.4359
H 6.0275 -3.8831 8.1613
C 0.0716 -2.2016 1.5248
C -0.1905 -1.9556 0.1102
C 0.2602 -0.5597 -0.4659
O 0.0192 -0.4949 -1.9002
C -1.2782 0.0082 -2.0760
N 0.5798 -3.0341 -0.5153
H 1.1058 -2.0778 1.8460
H -0.2135 -3.1568 1.9657
H -0.4182 -1.4536 2.1482
H -1.2592 -2.0620 -0.0762
H 1.3442 -0.4771 -0.3872
H -0.1571 0.2504 0.1321
H -2.1176 -0.4992 -1.6006
H -1.4530 0.1838 -3.1374
H -1.6024 0.9421 -1.6169
H 0.2323 -3.9403 -0.2360
H 0.4142 -2.9972 -1.5109
C -0.5972 8.5825 -1.6617
C -0.1678 7.6788 -0.5164
C -1.3443 7.0573 0.3481
O -2.1283 8.0148 1.0176
C -1.5477 8.5450 2.2438
N 0.6424 6.6248 -0.9900
H 0.3270 9.0070 -2.0538
H -1.3389 9.3369 -1.3990
H -0.9005 7.9698 -2.5106
H 0.4219 8.2539 0.1974
H -1.0452 6.2555 1.0233
H -2.0003 6.6836 -0.4381
H -2.2947 9.2761 2.5527
H -0.6977 9.1784 1.9898
H -1.3302 7.8915 3.0886
H 1.5661 6.9662 -1.2142
H 0.8874 6.0406 -0.2034
C -7.2266 1.6832 6.4797
C -8.6521 2.1876 6.0796
C -9.6820 2.0460 7.2529
O -9.8824 0.7259 7.5560
C -10.7381 0.4659 8.6111
N -8.6620 3.4599 5.3825
H -6.4378 1.6294 5.7294
H -7.2296 0.6922 6.9337
H -6.7475 2.2603 7.2706
H -9.0274 1.5213 5.3029
H -10.6215 2.4560 6.8824
H -9.1851 2.5302 8.0936
H -10.2569 0.8637 9.5046
H -10.6976 -0.6231 8.5898
H -11.7581 0.7976 8.4165
H -9.6123 3.5022 5.0431
H -8.1309 3.3428 4.5314
C -8.0359 -1.6117 -7.5939
C -7.0544 -2.7368 -7.5717
C -6.9340 -3.2830 -6.1116
O -5.7865 -4.0764 -5.9166
C -5.9823 -5.1182 -4.9404
N -7.6865 -3.7428 -8.3848
H -9.0053 -1.9495 -7.2275
H -8.1368 -1.2645 -8.6223
H -7.6410 -0.8315 -6.9432
H -6.0682 -2.3566 -7.8379
H -7.8426 -3.8187 -5.8364
H -6.8276 -2.4709 -5.3924
H -6.8547 -5.7216 -5.1912
H -6.1199 -4.6299 -3.9757
H -5.1154 -5.7783 -4.9094
H -7.1028 -4.5503 -8.5502
H -7.8175 -3.2899 -9.2780
C 1.0684 4.4265 -8.3208
C 2.5498 4.3985 -8.1246
C 3.2426 5.6347 -8.4259
O 2.9442 6.0274 -9.7457
C 3.5380 7.3025 -10.2091
N 2.7745 3.9475 -6.7796
H 0.6315 3.4345 -8.4355
H 0.7594 4.8814 -9.2620
H 0.5912 4.9432 -7.4881
H 3.0321 3.6626 -8.7679
H 4.3079 5.4629 -8.2724
H 2.8988 6.4166 -7.7487
H 3.2928 7.4692 -11.2580
H 4.6182 7.2608 -10.0688
H 3.1581 8.1396 -9.6234
H 2.3099 4.6386 -6.2080
H 2.3588 3.0721 -6.4951
*
```